A 7-piece molecular cluster, C40H76Cl2N2O20S6 overall in a non-equilibrium geometry, computed with ωB97M-V/def2-TZVPD.

The lowest unoccupied orbital energy is -1.0 eV. The structure (SMILES) is CCCCc1cc(C)c(/C(Cl)=C(\C)Cl)c2c1C(=O)C(N)=C(CCCCN)C2=O.CCOS(C)(=O)=O.CCOS(C)(=O)=O.CCOS(C)(=O)=O.CCOS(C)(=O)=O.CCOS(C)(=O)=O.CCOS(C)(=O)=O. The calculation puts the highest occupied orbital energy at -8.78 eV. The energy comes out at -6493.1784 hartree.

```
146
Properties=species:S:1:pos:R:3:forces:R:3
C -1.89048 -2.00318 1.31236 -0.10 -0.66 0.73
C -2.58150 -1.55665 -0.06769 0.76 -0.94 0.02
C -1.88136 -0.32360 -0.81335 -0.78 0.30 -0.93
C -1.54108 0.93584 0.12056 -0.03 1.07 -0.41
C -0.26007 1.77778 -0.32511 2.22 1.71 -0.98
C -0.45836 3.21269 -0.87943 3.35 -0.24 0.12
C 0.72226 4.15555 -1.31354 0.80 -2.71 0.90
C 0.46964 5.65472 -1.84467 -0.01 -0.55 1.41
C 2.19375 3.63064 -1.18843 -2.23 -1.83 0.18
C 3.42142 4.57877 -1.60712 -0.04 1.68 2.92
Cl 4.34993 4.43251 -3.15920 -1.44 -0.03 1.81
C 3.76071 5.59306 -0.65741 -0.88 -1.67 -1.69
C 3.01885 5.78456 0.74813 0.18 -0.40 -0.24
Cl 5.10933 6.77395 -1.03756 -1.69 -1.38 0.50
C 2.37871 2.20244 -0.63337 -1.55 0.33 0.07
C 1.19392 1.25700 -0.20314 -0.37 2.80 -1.13
C 1.56524 -0.20875 0.34339 -0.18 -0.95 -0.24
O 0.92254 -1.25238 0.08422 1.93 3.51 1.03
C 2.90583 -0.26582 1.24538 0.90 2.14 -1.52
N 2.94015 -1.15309 2.41617 -0.81 0.01 -2.04
C 3.98094 0.60512 0.85486 -1.50 -2.07 1.32
C 5.28976 0.56661 1.79921 -1.28 1.23 -0.43
C 5.01989 1.70012 2.94699 0.52 -0.04 -0.27
C 4.22194 1.14129 4.22396 0.35 0.42 0.07
C 2.67636 1.56797 4.29392 -0.25 -0.97 0.90
N 2.43155 3.04748 4.28884 0.50 -0.95 -1.01
C 3.85795 1.58646 -0.41948 0.88 -0.19 -0.88
O 4.82166 1.82095 -1.19332 -3.38 -0.64 3.04
H -1.46428 -3.07714 1.27727 -0.71 1.80 -0.10
H -1.03315 -1.33980 1.66465 -1.19 -0.78 -0.64
H -2.66623 -2.02586 2.16855 1.18 0.09 -1.33
H -3.69773 -1.42480 0.13712 1.56 0.22 -0.53
H -2.48768 -2.46145 -0.78354 -0.33 1.52 1.04
H -2.65216 0.05825 -1.60280 1.34 -0.65 1.33
H -0.96983 -0.65552 -1.44195 -1.35 0.43 1.44
H -1.43662 0.70371 1.23197 -0.04 0.00 -1.52
H -2.44207 1.65771 0.03277 1.50 -1.06 0.28
H -1.50187 3.67313 -0.96546 1.61 -0.97 0.19
H -0.54141 5.97278 -1.40200 1.34 -0.39 -1.10
H 1.24433 6.37669 -1.38113 -1.13 -1.32 -0.86
H 0.53112 5.75374 -2.97758 -0.27 -0.29 1.55
H 1.87382 5.83237 0.64912 1.80 -0.12 -0.11
H 3.35064 6.74077 1.28795 -0.25 -1.58 -0.92
H 3.24992 4.84202 1.37463 -0.29 1.62 -0.80
H 2.00162 -1.58581 2.53860 0.82 0.49 -0.21
H 3.57673 -1.95053 2.26996 -0.18 0.64 0.05
H 5.40571 -0.44915 2.32666 -0.04 1.57 -1.12
H 6.18227 0.85088 1.15058 -1.05 -0.54 1.02
H 4.44578 2.59342 2.48567 0.91 -1.42 0.64
H 6.04609 2.11571 3.27339 -1.59 -0.68 -0.44
H 4.76037 1.56907 5.15547 -1.05 -0.58 -1.31
H 4.33962 0.00598 4.29202 -0.33 1.61 -0.14
H 2.26733 1.14479 5.29150 0.64 0.55 -1.56
H 2.02426 1.11673 3.46801 1.20 0.43 1.10
H 2.10606 3.25727 3.32351 0.63 0.31 1.07
H 3.34042 3.49831 4.46751 -0.75 0.05 -0.33
C 7.31890 9.86446 -0.31016 0.11 0.31 0.09
C 7.87732 8.53179 0.15278 -0.99 0.27 0.05
O 9.27726 8.42930 -0.10832 0.98 0.12 0.36
S 10.30112 9.22464 0.85758 -0.01 -0.37 -0.48
C 11.78690 8.43536 0.30382 -0.05 -0.11 -0.10
O 10.05349 8.83978 2.22252 -0.10 0.46 -0.52
O 10.34420 10.60549 0.45436 -0.13 -0.52 0.48
H 7.71896 10.68732 0.28615 -0.05 -0.07 -0.04
H 6.23037 9.87948 -0.21751 0.06 -0.11 -0.02
H 7.59090 10.05686 -1.35077 -0.07 -0.09 0.06
H 7.66769 8.36064 1.21275 0.20 0.00 -0.04
H 7.39235 7.72781 -0.40549 0.48 -0.01 0.08
H 11.74603 7.37952 0.56761 -0.05 0.10 -0.02
H 12.62761 8.91585 0.80536 -0.18 0.05 0.03
H 11.87407 8.56579 -0.77421 -0.06 0.02 0.09
C -7.36940 0.19806 -5.78835 0.16 0.31 0.07
C -6.80164 -1.13077 -5.32700 -1.16 0.19 0.13
O -5.39920 -1.22108 -5.58453 1.05 0.14 0.39
S -4.38506 -0.42009 -4.61412 -0.08 -0.43 -0.60
C -2.89071 -1.19533 -5.16484 -0.04 -0.11 -0.08
O -4.63119 -0.81099 -3.25011 -0.09 0.48 -0.47
O -4.35037 0.96177 -5.01519 -0.11 -0.50 0.53
H -6.97763 1.02289 -5.18890 -0.05 -0.06 -0.02
H -8.45816 0.20407 -5.69874 0.07 -0.11 -0.03
H -7.09602 0.39496 -6.82775 -0.10 -0.12 0.04
H -7.01255 -1.30630 -4.26782 0.25 0.05 -0.01
H -7.27859 -1.93609 -5.88832 0.41 0.01 0.00
H -2.92324 -2.25207 -4.90325 -0.05 0.09 -0.01
H -2.05550 -0.70854 -4.65968 -0.17 0.04 0.03
H -2.80141 -1.06196 -6.24234 -0.05 0.03 0.09
C -3.92075 -5.16079 5.10089 -0.04 0.14 -0.25
C -2.72179 -5.49522 5.96770 -0.93 0.46 0.33
O -1.68513 -6.12146 5.21203 0.89 0.13 -0.50
S -0.77099 -5.19489 4.25308 0.02 -0.73 0.15
C 0.49007 -6.39199 3.91868 -0.07 -0.09 0.10
O -0.20040 -4.12865 5.03555 -0.51 -0.14 -0.42
O -1.48815 -4.93965 3.03167 0.31 0.23 0.60
H -3.67498 -4.38617 4.37166 -0.05 -0.03 0.11
H -4.74927 -4.79642 5.71193 0.11 -0.02 0.00
H -4.25004 -6.03964 4.54105 0.04 0.01 0.12
H -2.34283 -4.60634 6.48070 0.13 -0.06 -0.14
H -3.02509 -6.20747 6.73892 0.33 -0.12 -0.15
H 1.01331 -6.62349 4.84529 -0.07 0.05 -0.06
H 1.18125 -5.95696 3.19598 -0.13 0.05 0.07
H 0.02732 -7.28397 3.49822 0.01 0.10 0.02
C -10.34459 -1.29025 -10.71859 0.11 0.30 0.09
C -9.77120 -2.61942 -10.26398 -1.01 0.26 0.09
O -8.37086 -2.70648 -10.52769 0.94 0.11 0.38
S -7.35368 -1.90584 -9.55909 0.10 -0.32 -0.62
C -5.86061 -2.67663 -10.11840 -0.06 -0.12 -0.08
O -7.59522 -2.30053 -8.19541 -0.17 0.42 -0.51
O -7.32466 -0.52280 -9.95463 -0.16 -0.54 0.53
H -9.95211 -0.46654 -10.11853 -0.05 -0.07 -0.04
H -11.43290 -1.28714 -10.62386 0.07 -0.10 -0.02
H -10.07665 -1.08930 -11.75853 -0.07 -0.09 0.06
H -9.97671 -2.79863 -9.20457 0.20 0.02 -0.04
H -10.24845 -3.42590 -10.82568 0.37 -0.05 0.01
H -5.89020 -3.73426 -9.86013 -0.05 0.09 -0.01
H -5.02443 -2.18997 -9.61508 -0.19 0.05 0.04
H -5.77600 -2.53958 -11.19580 -0.06 0.02 0.09
C -5.30178 1.28107 4.07467 -0.32 -0.05 0.05
C -4.16334 0.42834 4.60278 -0.09 0.26 -1.02
O -4.26609 0.22707 6.01270 -0.34 -0.61 0.77
S -5.35273 -0.83652 6.56175 0.43 0.47 0.23
C -4.75898 -0.92022 8.22835 0.13 0.07 -0.01
O -5.12718 -2.10822 5.92549 -0.35 0.55 0.02
O -6.64995 -0.21383 6.57449 0.47 -0.53 -0.23
H -6.25660 0.75745 4.15698 0.08 0.03 -0.03
H -5.14267 1.52785 3.02233 0.09 -0.03 0.08
H -5.38977 2.20662 4.64864 0.09 -0.05 -0.08
H -4.10949 -0.53039 4.07857 -0.04 -0.03 0.19
H -3.21716 0.94554 4.42642 0.00 -0.14 0.35
H -3.75937 -1.35270 8.22650 -0.08 0.05 -0.05
H -5.44181 -1.55414 8.79510 -0.03 0.04 -0.18
H -4.74937 0.08438 8.64952 -0.02 -0.07 -0.08
C 4.67452 -5.27997 0.26577 -0.05 0.15 0.27
C 4.45399 -6.72348 -0.14669 -0.39 0.82 -0.53
O 5.09118 -7.63159 0.75256 -0.11 -0.59 0.83
S 4.39860 -7.90741 2.18690 0.60 -0.25 -0.34
C 5.37602 -9.31299 2.64021 0.08 -0.02 -0.13
O 3.04005 -8.33727 1.97812 0.38 0.57 0.17
O 4.72389 -6.82409 3.07721 -0.54 -0.37 -0.36
H 4.16586 -5.05759 1.20646 0.01 -0.02 -0.08
H 4.28830 -4.59803 -0.49531 0.04 -0.11 -0.02
H 5.73786 -5.07964 0.41754 -0.07 -0.04 -0.10
H 3.38796 -6.95212 -0.23570 0.09 -0.11 0.15
H 4.90178 -6.88703 -1.12968 0.09 -0.27 0.24
H 5.16819 -10.12677 1.94694 -0.01 0.11 0.03
H 5.09620 -9.60199 3.65385 -0.08 0.14 -0.09
H 6.42863 -9.03391 2.61107 -0.11 0.03 -0.01
```
Forces are in eV/Å.

=====

C40H76F12HgN6O12S4 as an isolated structure in a non-equilibrium geometry, computed with ωB97M-V/def2-TZVPD.

The energy above the lowest of the compared OMol25 structures with the same formula, charge and spin is 132.9 kcal per mole. The lowest unoccupied orbital energy is -1.5 eV. The calculation puts the highest occupied orbital energy at -7.86 eV. The energy comes out at -5745.1804 hartree.

```
151
Properties=species:S:1:pos:R:3:forces:R:3
Hg -1.00419 0.15911 -0.35331 -0.22 -0.42 -0.07
C -2.85948 2.51293 -2.43614 -0.88 2.40 0.24
F -3.54462 3.42213 -3.13183 0.73 -0.17 -1.32
F -1.89993 3.18690 -1.78205 -0.09 -0.95 -0.25
F -3.74459 2.09855 -1.58574 -0.61 -1.72 1.72
S -2.14936 1.16346 -3.46832 3.02 2.34 -2.70
O -3.03946 0.90637 -4.60496 0.98 0.22 3.11
O -0.80473 1.67407 -3.75981 -2.21 -0.93 0.51
N -1.88358 -0.06824 -2.24838 -1.20 3.08 -1.90
S -2.26905 -1.33897 -3.02415 -2.07 -6.61 -2.98
O -1.85554 -1.43605 -4.42669 -0.25 0.80 2.51
O -2.02147 -2.49037 -2.19220 0.78 0.55 0.37
C -4.25316 -1.58400 -3.03118 0.64 1.23 -1.03
F -4.98721 -0.46177 -2.98514 0.42 -0.15 -0.33
F -4.63009 -2.28709 -4.14231 0.61 0.59 2.01
F -4.49128 -2.19367 -1.87643 -0.47 -0.73 -0.45
C -1.92708 4.10472 1.59487 0.63 0.56 0.79
F -2.06864 4.49105 2.89919 -0.01 -1.05 -2.04
F -3.08463 3.80767 1.00007 0.68 -0.65 0.99
F -1.46292 5.16462 0.94340 0.63 -0.27 -0.08
S -0.47621 2.61884 1.42184 -1.79 1.06 2.62
O -0.00193 2.58276 0.09757 0.25 0.12 -2.20
O 0.49845 2.87646 2.46183 -1.70 -0.70 -0.72
N -1.47691 1.16450 1.49611 1.74 2.95 -0.11
S -1.80948 0.89436 3.02273 -2.28 -1.92 4.51
O -0.78376 0.17712 3.76306 -0.74 0.61 -1.39
O -2.45371 1.99581 3.73650 1.03 -0.78 -1.64
C -3.25747 -0.41190 2.80981 1.94 -0.33 0.22
F -4.46575 0.07790 2.62401 0.43 -0.06 0.18
F -2.86566 -1.09502 1.69999 -0.71 -0.23 0.29
F -3.23657 -1.26746 3.86822 -0.25 1.16 -1.26
C 3.77575 -0.60576 -1.13732 -0.80 -0.01 -1.28
C 2.27270 -0.50155 -1.51876 1.01 0.33 1.15
C 1.99117 -1.39876 -2.68715 0.12 -0.90 0.14
C 2.06402 -2.94518 -2.38820 -1.38 1.46 -0.23
C 1.02331 -3.26642 -1.23971 0.89 -1.00 -0.71
C 1.21589 -2.39754 -0.01165 -0.42 0.54 -0.20
N 1.37608 -0.94145 -0.45779 -3.32 -1.13 0.13
O 1.08870 -0.06002 0.65133 2.13 -0.47 -0.43
C -0.14675 -2.52551 0.84029 2.29 -0.43 -0.05
C 2.47877 -2.91410 0.70821 -0.44 0.04 0.34
C 1.95898 0.92169 -1.94947 -0.33 0.45 1.53
H 4.26238 -0.33472 -2.07425 0.44 0.15 0.10
H 3.99981 -1.66330 -0.99770 0.39 0.40 0.63
H 4.09417 0.11519 -0.38438 0.01 -0.46 0.32
H 0.98354 -1.14276 -3.01463 -0.10 -0.24 -0.30
H 2.69812 -0.97209 -3.39868 -0.06 -0.82 -0.66
H 3.06403 -3.29821 -2.13631 -0.02 0.22 0.28
H 1.84073 -3.43329 -3.33688 -0.35 -0.26 0.19
H 1.22753 -4.29087 -0.92845 0.42 -0.17 0.31
H -0.04271 -3.40600 -1.41916 0.09 0.91 -1.15
H -0.34564 -3.57578 1.05354 0.37 -0.25 -0.03
H -0.00648 -2.05243 1.81220 -0.50 0.34 -0.12
H -1.05384 -2.30015 0.27948 0.01 0.65 -0.15
H 3.26589 -3.29046 0.05484 -0.24 0.28 -0.40
H 2.94948 -2.14375 1.31904 -0.09 -0.23 0.47
H 2.17839 -3.80867 1.25375 0.08 0.25 0.59
H 2.07922 1.58316 -1.09149 0.42 0.18 0.08
H 0.89578 1.05459 -2.14960 0.04 -0.14 -0.78
H 2.61339 1.28922 -2.73988 -0.30 -0.23 -0.17
H 1.91905 -0.03114 1.13224 0.33 0.47 0.87
C 3.04133 4.83281 -2.97560 0.48 1.90 -1.26
C 1.57206 5.37592 -3.27589 1.71 0.33 0.36
C 1.57017 6.91036 -2.97203 -0.82 0.51 -0.76
C 0.15047 7.52737 -3.31330 2.03 -1.08 0.15
C -0.04190 7.34699 -4.83183 0.38 -0.74 0.13
C 0.02196 5.83534 -5.29529 -0.69 0.05 0.48
N 1.26084 5.28417 -4.70769 -0.28 1.70 0.14
O 1.62303 4.07040 -5.28011 0.19 -0.79 0.21
C -1.31493 5.19513 -4.81211 -0.43 -0.21 -0.50
C 0.09863 5.69037 -6.86711 -0.16 0.04 1.06
C 0.80235 4.52672 -2.31256 -1.19 -0.02 0.33
H 3.39573 5.32991 -2.07261 -0.28 -0.55 0.47
H 3.74772 5.26858 -3.68216 0.01 0.19 -0.56
H 3.28869 3.77185 -3.01142 -0.78 -0.07 0.35
H 1.95902 7.21437 -2.00020 -0.42 -0.56 0.44
H 2.27172 7.39635 -3.65007 0.17 -0.21 -0.28
H 0.08463 8.58314 -3.05043 0.14 -0.01 0.02
H -0.52526 6.97852 -2.65736 -0.60 0.09 -0.40
H 0.79969 7.78768 -5.36626 0.02 0.53 0.18
H -0.94739 7.90295 -5.07493 -0.21 -0.52 -0.64
H -1.83283 5.69328 -3.99253 0.56 0.15 0.38
H -2.04201 5.32188 -5.61423 -0.03 -0.22 -0.24
H -1.28129 4.13173 -4.57515 0.34 -0.02 -0.16
H 0.15199 4.66652 -7.23724 -0.24 -0.20 0.57
H -0.84198 6.10535 -7.22924 0.28 0.30 -0.35
H 0.98692 6.14405 -7.30669 -0.14 0.55 0.20
H 1.05617 3.49826 -2.56935 -0.38 -0.13 0.38
H -0.28058 4.64889 -2.29171 0.08 0.08 -0.35
H 1.12716 4.78901 -1.30567 0.21 -0.34 0.10
H 2.54911 4.27796 -5.42462 0.23 -0.59 -0.48
C -2.20718 -6.18122 2.11669 0.98 -0.05 -0.96
C -2.98417 -6.28578 0.72369 0.55 -0.10 2.04
C -3.83267 -7.57825 0.79506 -2.05 0.77 0.29
C -5.17005 -7.50071 1.66124 -0.49 1.50 -1.07
C -6.12026 -6.25363 1.31871 2.82 -0.82 0.00
C -5.22633 -4.91428 1.18876 -1.72 -0.17 1.76
N -3.89556 -5.15966 0.45734 -2.88 -1.16 0.36
O -3.21960 -3.96500 0.26922 0.59 0.75 0.60
C -6.16336 -4.00753 0.33462 0.84 -0.30 -0.64
C -5.11272 -4.28804 2.69234 1.07 0.48 -1.68
C -1.98355 -6.33960 -0.47819 -0.58 0.02 1.07
H -1.68910 -5.22858 2.22692 -0.77 0.57 0.25
H -1.30682 -6.79488 2.14647 -0.01 -0.74 -0.64
H -2.70764 -6.52272 3.02278 -0.60 0.55 -0.18
H -4.19871 -7.73783 -0.21915 0.25 -0.50 -0.17
H -3.28566 -8.43101 1.19718 0.36 0.12 -0.42
H -4.98300 -7.50361 2.73506 0.18 -0.02 -0.01
H -5.84149 -8.32465 1.41960 0.54 -0.56 0.16
H -6.90470 -6.26163 2.07546 0.34 0.79 0.41
H -6.71179 -6.46258 0.42735 0.56 0.09 -0.54
H -5.89842 -2.96347 0.16777 0.38 0.08 0.47
H -6.16101 -4.45514 -0.65923 -0.23 -0.06 -0.19
H -7.19233 -4.01702 0.69411 0.13 -0.14 0.27
H -4.14744 -4.58920 3.09933 -0.34 -0.34 0.47
H -5.02935 -3.20174 2.65902 0.23 0.23 -0.55
H -5.95893 -4.37066 3.37439 -0.02 -0.99 -0.23
H -1.48438 -7.30610 -0.54773 -0.42 -0.25 -0.11
H -1.15592 -5.63893 -0.36775 -0.30 0.40 -0.04
H -2.61654 -6.09656 -1.33162 0.51 -0.18 -0.34
H -3.68571 -3.54995 -0.46022 0.22 0.03 -0.33
C 4.25979 -2.11583 4.88309 -0.35 0.22 -0.43
C 3.65383 -0.71098 4.64428 0.94 1.71 -0.78
C 3.67891 0.03024 5.95292 0.69 -0.21 2.57
C 3.40676 1.50923 6.07370 -0.41 0.85 -1.85
C 4.25265 2.37638 5.05676 -0.63 -0.58 -0.14
C 4.71171 1.62450 3.69237 -3.23 -0.42 -0.09
N 4.54458 0.12921 3.76866 0.86 -0.20 1.02
O 5.23987 -0.58363 2.76497 -0.67 0.34 -0.26
C 3.68752 2.06866 2.52099 0.73 0.16 -0.10
C 6.12807 1.92667 3.38816 1.64 0.40 -0.74
C 2.22333 -0.60342 4.13024 0.42 -0.33 -0.23
H 4.35558 -2.75855 4.00797 -0.11 0.37 -0.30
H 3.63641 -2.68908 5.56930 -0.07 0.24 0.25
H 5.25909 -2.01188 5.30582 -0.05 0.05 0.10
H 3.06648 -0.46300 6.70771 -0.62 -0.28 -0.22
H 4.64310 -0.07813 6.44961 0.61 -0.30 -0.44
H 3.51254 1.80069 7.11867 0.44 0.14 -0.12
H 2.36849 1.75150 5.84699 -0.23 -0.25 0.00
H 5.01445 2.94521 5.58986 0.85 -0.74 -0.20
H 3.63335 3.21523 4.73909 -0.31 -0.17 -0.23
H 3.67053 3.12614 2.25729 -0.01 0.38 0.66
H 3.89666 1.66299 1.53114 0.80 -0.68 0.05
H 2.65869 1.73981 2.66753 0.11 0.22 0.73
H 6.79204 1.45109 4.11002 -0.03 -0.09 0.17
H 6.44313 1.60474 2.39560 -0.22 -0.39 -0.07
H 6.42712 2.97451 3.36158 -0.58 0.28 0.38
H 2.16195 -0.82805 3.06541 -0.10 -0.59 0.06
H 1.94312 0.44892 4.17676 -0.35 -0.21 0.35
H 1.58782 -1.23806 4.74788 -0.42 0.16 -0.30
H 6.15410 -0.58981 3.05778 0.23 -0.18 0.09
```
Forces are in eV/Å.